{
  "formula": "C20H28Cl2N2O2Sn",
  "method": "ωB97M-V/def2-TZVPD",
  "lumo_ev": -2.82,
  "gap_ev": 5.60,
  "fmax_ev_per_a": 5.503,
  "elements": ["N", "C", "C", "C", "C", "N", "C", "O", "C", "Cl", "C", "Cl", "C", "O", "C", "C", "C", "C", "Sn", "C", "C", "C", "C", "C", "C", "C", "C", "H", "H", "H", "H", "H", "H", "H", "H", "H", "H", "H", "H", "H", "H", "H", "H", "H", "H", "H", "H", "H", "H", "H", "H", "H", "H", "H", "H"],
  "positions_angstrom": [[-0.3617, -0.6111, 3.2775], [0.5031, 0.0870, 2.8309], [1.5655, 0.9543, 2.2271], [1.3532, 2.3524, 2.5899], [0.0594, 2.8991, 2.5914], [-1.0260, 3.3628, 2.6623], [2.4571, 3.2974, 2.9499], [2.1727, 4.5023, 3.1931], [3.8262, 2.7326, 3.1550], [5.0950, 3.8152, 3.5769], [4.0410, 1.3710, 3.0436], [5.5389, 0.7066, 3.6302], [2.8868, 0.4192, 2.8890], [2.8785, -0.7290, 3.2867], [-1.7749, 4.7110, 0.0669], [-0.7164, 3.8379, -0.5895], [-1.3476, 2.6149, -1.2677], [-0.2562, 1.7190, -1.8711], [0.3433, 0.1277, -0.5395], [-1.5353, -0.9800, -0.3384], [-1.4814, -2.1892, 0.5902], [-2.8743, -2.8035, 0.7862], [-2.8257, -3.9167, 1.8357], [1.5093, -1.2272, -1.7977], [0.7838, -1.8519, -3.0040], [0.7833, -3.3886, -2.9808], [0.3091, -3.9940, -4.3045], [1.5621, 0.7263, 0.9763], [-1.3495, 5.6846, 0.3206], [-2.6299, 4.8694, -0.5837], [-2.1102, 4.2837, 1.0150], [-0.1513, 4.4072, -1.3389], [0.0005, 3.5001, 0.1733], [-1.9539, 2.0351, -0.5478], [-2.0180, 2.9368, -2.0856], [-0.6033, 1.1023, -2.7138], [0.6556, 2.2493, -2.1698], [-2.3209, -0.2489, -0.0976], [-1.6104, -1.2493, -1.4087], [-0.8013, -2.9399, 0.1350], [-1.0744, -1.8722, 1.5658], [-3.5691, -2.0240, 1.1288], [-3.2391, -3.2029, -0.1670], [-3.8245, -4.3198, 2.0191], [-2.1917, -4.7483, 1.5032], [-2.4444, -3.5325, 2.7917], [2.3471, -0.5836, -2.0928], [1.8920, -1.9476, -1.0706], [-0.2464, -1.4540, -3.0855], [1.3207, -1.4972, -3.8960], [1.7928, -3.7624, -2.7496], [0.1015, -3.7109, -2.1806], [0.3356, -5.0890, -4.2529], [-0.7241, -3.7317, -4.5363], [0.9476, -3.7000, -5.1407]],
  "forces_ev_per_angstrom": [[3.94, 3.31, -1.95], [-3.61, -2.80, 0.93], [-0.36, 0.74, 2.22], [1.61, 0.14, -0.25], [-3.04, 1.31, 0.49], [2.91, -1.51, -0.06], [-2.51, 2.12, 0.28], [1.38, -3.13, -0.64], [0.53, -1.59, -0.54], [-0.68, -0.35, -0.18], [-0.14, 1.45, 1.24], [-0.64, -0.05, -0.60], [-0.03, -1.16, -0.41], [0.61, 1.53, -0.47], [0.30, 0.32, 0.39], [-0.49, -0.26, -0.08], [0.46, -0.03, -0.39], [0.35, 0.04, 0.57], [-0.99, -0.86, -1.55], [0.57, 0.57, 0.33], [-0.16, 0.13, -0.29], [0.38, -0.19, 0.39], [-0.16, -0.04, -0.01], [0.61, 0.61, 0.98], [0.15, 0.37, 0.08], [-0.35, 0.24, -0.12], [0.05, -0.41, 0.16], [-0.01, -0.12, 0.39], [-0.09, 0.03, -0.04], [-0.11, 0.04, -0.18], [-0.08, -0.01, -0.35], [-0.07, -0.12, 0.08], [-0.04, 0.09, -0.20], [0.06, 0.38, -0.25], [0.13, 0.00, 0.40], [0.09, 0.07, 0.13], [-0.40, 0.13, -0.15], [0.15, -0.38, 0.01], [-0.16, 0.04, 0.37], [-0.24, 0.26, 0.42], [-0.22, -0.40, -0.43], [0.12, -0.10, -0.19], [-0.06, 0.13, 0.07], [0.06, -0.02, 0.00], [-0.04, 0.18, 0.12], [-0.01, -0.12, -0.25], [0.00, -0.40, -0.10], [0.11, -0.24, -0.37], [0.31, -0.37, -0.15], [-0.25, -0.15, 0.07], [-0.29, 0.18, 0.02], [0.28, -0.08, -0.03], [0.05, 0.16, 0.01], [0.04, 0.19, 0.00], [-0.06, 0.10, 0.06]],
  "nbo_charge": [-0.283, 0.274, -0.272, -0.361, 0.282, -0.331, 0.471, -0.516, -0.058, 0.111, -0.154, 0.073, 0.548, -0.457, -0.620, -0.391, -0.419, -0.782, 1.532, -0.755, -0.438, -0.390, -0.604, -0.810, -0.412, -0.391, -0.605, 0.065, 0.213, 0.196, 0.246, 0.196, 0.196, 0.200, 0.210, 0.233, 0.230, 0.231, 0.219, 0.194, 0.234, 0.200, 0.193, 0.210, 0.200, 0.213, 0.226, 0.229, 0.191, 0.212, 0.204, 0.197, 0.215, 0.205, 0.205]
}


{
  "formula": "C42H46FIrN8O5Te",
  "method": "ωB97M-V/def2-TZVPD",
  "lumo_ev": [-6.53, -8.60],
  "total_charge": 3,
  "de_lowest_ev": 1.538,
  "multiplicity": 2,
  "gap_ev": [8.00, 5.92],
  "fmax_ev_per_a": 2.246,
  "s2": 0.755,
  "elements": ["Ir", "F", "C", "C", "C", "C", "O", "C", "C", "N", "C", "C", "C", "C", "C", "C", "N", "C", "C", "N", "C", "C", "C", "O", "O", "H", "H", "H", "H", "H", "H", "H", "H", "H", "H", "H", "H", "H", "H", "H", "H", "H", "H", "N", "C", "C", "C", "C", "N", "C", "N", "N", "C", "O", "O", "H", "H", "H", "H", "H", "H", "H", "H", "H", "H", "H", "H", "H", "H", "Te", "C", "C", "C", "C", "C", "C", "C", "C", "C", "C", "C", "C", "H", "H", "H", "H", "H", "H", "H", "H", "H", "H", "N", "C", "C", "C", "C", "C", "C", "C", "H", "H", "H", "H"],
  "positions_angstrom": [[-0.9497, 0.7489, 0.4075], [4.5785, -3.4670, -1.0052], [4.0217, -3.1800, 0.1911], [2.9942, -2.2939, 0.2564], [2.4479, -1.9374, 1.5013], [1.3430, -1.0018, 1.5903], [0.9632, -0.3708, 0.5548], [0.7964, -0.7954, 2.8855], [1.4153, -1.3568, 3.9707], [2.4992, -2.1407, 3.9000], [3.0925, -2.6359, 5.1315], [3.3429, -1.6541, 6.2329], [4.4958, -2.2193, 5.4631], [3.0087, -2.4948, 2.6616], [4.0549, -3.4277, 2.5670], [4.5783, -3.7874, 1.3397], [5.6380, -4.6823, 1.2239], [5.7117, -5.7216, 0.2209], [7.0379, -5.6452, -0.5173], [8.1459, -5.7678, 0.4975], [8.0389, -4.7196, 1.5744], [6.6652, -4.8036, 2.2314], [-0.4485, 0.0045, 3.1710], [-0.6185, 0.5051, 4.2564], [-1.3546, 0.0207, 2.2224], [2.6298, -1.8223, -0.6454], [1.0386, -1.1457, 4.9626], [2.7585, -3.6313, 5.3963], [3.1786, -1.9946, 7.2441], [3.0873, -0.6184, 6.0578], [5.1345, -2.9466, 5.9440], [4.9936, -1.5584, 4.7665], [4.4495, -3.8687, 3.4682], [4.8963, -5.6524, -0.4912], [5.6309, -6.7041, 0.7099], [7.1624, -4.6793, -1.0043], [7.1590, -6.4453, -1.2453], [9.0566, -5.7021, 0.0385], [8.1024, -6.6970, 0.9258], [8.1746, -3.7581, 1.0813], [8.8486, -4.8820, 2.2837], [6.5960, -3.9946, 2.9555], [6.5737, -5.7520, 2.7802], [-1.2443, -0.9280, -0.7382], [-0.7708, -0.6201, -2.1179], [-0.9915, -1.6619, -3.2301], [-1.9847, -2.8256, -3.0316], [-3.3122, -2.6146, -3.7557], [-4.0379, -1.4374, -3.2934], [-5.1126, -1.4163, -2.5260], [-5.5791, -0.2308, -2.1096], [-5.7314, -2.5290, -2.1260], [-1.3691, 0.7861, -2.3243], [-2.3314, 1.0022, -3.0704], [-0.8316, 1.6359, -1.5364], [-0.6469, -1.6395, -0.3193], [-2.2081, -1.2482, -0.7056], [0.2984, -0.4652, -1.9794], [-0.0120, -2.0833, -3.4499], [-1.2824, -1.1092, -4.1266], [-2.1569, -3.0561, -1.9763], [-1.5460, -3.7252, -3.4639], [-3.9477, -3.4955, -3.6867], [-3.1158, -2.4654, -4.8183], [-3.5682, -0.5382, -3.4515], [-5.1867, 0.6090, -2.5009], [-6.4806, -0.1583, -1.6695], [-5.4666, -3.4296, -2.4827], [-6.6025, -2.4782, -1.6249], [-3.4342, 3.3003, -1.6392], [-3.1681, 5.1744, -0.7614], [-2.1795, 6.0435, -1.2109], [-2.0424, 7.2748, -0.5931], [-2.8839, 7.6276, 0.4554], [-3.8702, 6.7556, 0.8907], [-4.0112, 5.5120, 0.2914], [-3.9983, 3.9336, -3.5473], [-3.0608, 4.2928, -4.5092], [-3.5029, 4.7106, -5.7544], [-4.8627, 4.7631, -6.0317], [-5.7909, 4.3978, -5.0684], [-5.3627, 3.9717, -3.8186], [-1.5225, 5.7729, -2.0281], [-1.2784, 7.9615, -0.9301], [-2.7684, 8.5891, 0.9359], [-4.5266, 7.0378, 1.7020], [-4.7732, 4.8291, 0.6456], [-1.9992, 4.2513, -4.3010], [-2.7847, 4.9984, -6.5097], [-5.2005, 5.0949, -7.0036], [-6.8492, 4.4510, -5.2845], [-6.0953, 3.7127, -3.0620], [-1.3184, 6.4535, 4.2856], [-1.3963, 5.5551, 3.5761], [-1.5296, 4.4518, 2.6654], [-2.6244, 3.5743, 2.8057], [-2.7933, 2.5595, 1.9036], [-1.8714, 2.3855, 0.8410], [-0.7923, 3.2736, 0.7058], [-0.6145, 4.2996, 1.6479], [-3.3062, 3.7088, 3.6345], [-3.6179, 1.8689, 2.0166], [-0.1299, 3.2184, -0.1470], [0.2096, 4.9936, 1.5544]],
  "forces_ev_per_angstrom": [[1.80, 1.24, -0.52], [-0.01, 0.01, -0.02], [0.02, -0.01, 0.04], [0.04, 0.06, -0.02], [0.11, -0.05, 0.14], [0.00, 0.47, 0.33], [-0.36, -0.68, -0.36], [0.00, -0.14, -0.11], [0.05, 0.12, -0.05], [0.00, 0.03, -0.03], [-0.01, -0.03, 0.01], [0.00, 0.00, 0.05], [0.01, -0.01, 0.01], [-0.01, -0.08, -0.02], [0.03, 0.09, -0.10], [-0.17, -0.06, 0.11], [0.21, 0.19, -0.09], [0.00, -0.07, 0.03], [-0.04, 0.01, -0.06], [0.02, -0.02, 0.02], [0.00, 0.04, 0.03], [0.00, -0.04, 0.00], [-0.08, 0.17, 0.04], [0.12, -0.17, 0.08], [-0.16, -0.23, -0.04], [-0.02, -0.01, -0.01], [-0.02, 0.02, 0.00], [0.05, -0.02, -0.01], [-0.02, -0.01, 0.00], [0.01, 0.01, -0.02], [0.00, -0.01, 0.02], [-0.01, 0.02, -0.01], [-0.03, -0.06, 0.02], [0.02, 0.04, 0.00], [-0.04, -0.02, -0.04], [-0.02, -0.02, -0.01], [0.00, -0.02, 0.03], [-0.01, 0.00, 0.00], [0.04, 0.01, -0.01], [0.00, -0.01, 0.01], [-0.02, -0.04, 0.00], [-0.01, 0.01, -0.02], [0.01, 0.03, 0.04], [-0.33, -0.55, 0.16], [-0.20, 0.11, 0.01], [-0.04, -0.05, 0.09], [-0.05, 0.09, -0.01], [0.06, -0.02, -0.11], [0.29, 0.32, 0.09], [-0.18, 0.00, 0.03], [0.02, -0.03, -0.01], [0.04, 0.04, -0.06], [-0.15, -0.23, -0.04], [0.23, -0.22, -0.07], [-0.04, 0.02, -0.08], [-0.10, -0.11, -0.01], [0.01, -0.03, -0.07], [0.01, 0.07, -0.13], [-0.02, -0.06, -0.02], [0.08, 0.05, -0.02], [-0.02, 0.01, 0.00], [0.01, -0.02, 0.05], [0.04, -0.01, 0.00], [-0.04, -0.04, -0.01], [-0.06, -0.14, 0.04], [-0.01, 0.06, -0.01], [0.00, 0.00, 0.01], [-0.01, 0.00, 0.01], [0.00, 0.00, 0.01], [-0.23, 0.14, 0.11], [0.04, -0.07, -0.06], [-0.01, 0.04, -0.05], [0.04, -0.01, -0.01], [0.00, 0.02, 0.01], [0.00, 0.00, 0.03], [0.03, 0.00, 0.08], [0.13, 0.00, -0.18], [-0.01, 0.00, 0.03], [-0.01, 0.00, -0.02], [0.00, 0.01, -0.01], [-0.01, -0.01, -0.01], [0.02, 0.05, 0.03], [-0.01, 0.00, -0.02], [0.01, 0.02, 0.00], [0.00, 0.02, 0.01], [-0.01, 0.01, 0.02], [0.00, -0.02, 0.00], [0.00, -0.02, 0.01], [0.01, 0.00, -0.01], [0.00, 0.01, -0.01], [-0.01, 0.00, 0.00], [0.00, -0.02, 0.00], [0.02, 0.08, 0.05], [-0.02, -0.04, 0.01], [0.05, 0.05, 0.02], [-0.03, 0.02, -0.13], [-0.03, 0.13, -0.20], [-1.07, -0.27, 0.93], [0.05, -0.15, 0.04], [-0.02, -0.02, -0.03], [0.00, -0.02, 0.01], [0.05, -0.07, 0.05], [0.05, 0.08, 0.00], [-0.01, 0.02, -0.04]],
  "lowdin_spin": [0.010, 0.000, 0.000, 0.000, 0.000, 0.000, 0.001, 0.000, 0.000, 0.000, 0.000, 0.000, 0.000, 0.000, 0.000, 0.000, 0.000, 0.000, 0.000, 0.000, 0.000, 0.000, 0.000, 0.000, 0.000, 0.000, 0.000, 0.000, 0.000, 0.000, 0.000, 0.000, 0.000, 0.000, 0.000, 0.000, 0.000, 0.000, 0.000, 0.000, 0.000, 0.000, 0.000, 0.000, 0.004, 0.000, 0.000, 0.000, 0.000, 0.000, 0.001, 0.000, 0.008, 0.036, 0.056, 0.000, 0.000, 0.000, 0.000, 0.000, 0.000, 0.000, 0.000, 0.000, 0.000, 0.002, 0.000, 0.000, 0.000, 0.622, 0.061, 0.017, -0.001, 0.018, 0.002, 0.034, 0.055, 0.008, 0.000, 0.002, 0.004, 0.025, 0.002, 0.000, 0.001, 0.000, 0.006, 0.002, 0.000, 0.000, 0.000, 0.008, 0.002, 0.000, 0.004, 0.001, 0.001, 0.003, 0.006, -0.001, 0.000, 0.000, 0.000, 0.000]
}


{
  "formula": "C33H33BF6O3S",
  "method": "ωB97M-V/def2-TZVPD",
  "lumo_ev": 0.41,
  "de_lowest_ev": 0.000,
  "smiles": "CC1(C)OB(C(c2ccc(C(F)(F)F)cc2)c2ccc(C(F)(F)F)cc2)OC1(C)C.COc1ccc(-c2ccc(C)s2)cc1",
  "gap_ev": 8.17,
  "fmax_ev_per_a": 3.416,
  "elements": ["C", "C", "C", "O", "B", "C", "C", "C", "C", "C", "C", "F", "F", "F", "C", "C", "C", "C", "C", "C", "C", "F", "F", "F", "C", "C", "O", "C", "C", "C", "H", "H", "H", "H", "H", "H", "H", "H", "H", "H", "H", "H", "H", "H", "H", "H", "H", "H", "H", "H", "H", "C", "O", "C", "C", "C", "C", "C", "C", "C", "C", "C", "S", "C", "C", "H", "H", "H", "H", "H", "H", "H", "H", "H", "H", "H", "H"],
  "positions_angstrom": [[5.2439, -1.8193, 4.6844], [4.5606, -1.4865, 3.3757], [4.5807, -2.7197, 2.4733], [3.1814, -1.1577, 3.6723], [2.8493, -0.1688, 2.7549], [1.7946, 1.1234, 3.2505], [1.8990, 2.0792, 2.0931], [2.7845, 3.1609, 2.0922], [3.0815, 3.8494, 0.9166], [2.4600, 3.4727, -0.2710], [2.8594, 4.1026, -1.5791], [3.7359, 3.2883, -2.2543], [3.4755, 5.3091, -1.4227], [1.7830, 4.3016, -2.4026], [1.4991, 2.4713, -0.2816], [1.1704, 1.8397, 0.9110], [0.4197, 0.4981, 3.3898], [0.1951, -0.8888, 3.4227], [-1.0920, -1.4247, 3.4848], [-2.1850, -0.5659, 3.4668], [-3.5746, -1.1340, 3.5298], [-4.5121, -0.1793, 3.8073], [-3.9501, -1.7330, 2.3557], [-3.6793, -2.0897, 4.5027], [-2.0084, 0.8139, 3.4356], [-0.7150, 1.3243, 3.4118], [3.8602, 0.1506, 1.8578], [5.0486, -0.1898, 2.6066], [5.4082, 0.9763, 3.5397], [6.1682, -0.3618, 1.6111], [6.3139, -2.0084, 4.5237], [5.1322, -1.0103, 5.4166], [4.7987, -2.7307, 5.1034], [5.6103, -3.0354, 2.2685], [4.0636, -3.5419, 2.9823], [4.0759, -2.5298, 1.5195], [2.2100, 1.5304, 4.1757], [3.2554, 3.4577, 3.0330], [3.8000, 4.6653, 0.9185], [0.9975, 2.1992, -1.2040], [0.3562, 1.1117, 0.9204], [1.0220, -1.5850, 3.4125], [-1.2390, -2.5042, 3.5370], [-2.8694, 1.4806, 3.4370], [-0.5699, 2.4071, 3.4005], [6.4035, 0.8094, 3.9689], [5.4385, 1.9145, 2.9607], [4.6982, 1.1029, 4.3751], [7.1380, -0.3888, 2.1132], [6.0630, -1.2807, 1.0276], [6.1536, 0.4936, 0.9329], [-5.3260, 5.2646, 4.7005], [-4.1135, 5.5622, 3.9570], [-2.9096, 5.0933, 4.3950], [-1.7683, 5.5411, 3.6836], [-0.5015, 5.1582, 4.0706], [-0.3267, 4.2129, 5.1075], [0.9776, 3.6779, 5.4587], [1.2340, 2.4874, 6.1267], [2.6073, 2.3318, 6.4819], [3.3792, 3.4429, 6.1732], [4.8249, 3.6026, 6.4821], [2.4430, 4.6602, 5.3828], [-1.4724, 3.7441, 5.7898], [-2.7448, 4.1966, 5.4791], [-6.0924, 5.8264, 4.1629], [-5.5524, 4.1883, 4.6672], [-5.2684, 5.6183, 5.7421], [-1.9402, 6.2092, 2.8435], [0.3633, 5.5360, 3.5316], [0.4625, 1.7408, 6.2955], [3.0260, 1.4419, 6.9551], [5.0607, 3.1224, 7.4387], [5.4352, 3.1239, 5.7013], [5.1039, 4.6600, 6.5357], [-1.3534, 3.0281, 6.6054], [-3.6083, 3.8615, 6.0614]],
  "forces_ev_per_angstrom": [[0.25, 0.20, 0.23], [0.46, -0.21, -0.42], [-0.06, -0.08, -0.06], [-0.10, 0.55, -0.93], [0.29, 2.64, 1.95], [0.51, -2.75, -1.96], [-0.54, 0.67, -0.51], [0.12, -0.13, 0.11], [-0.22, -0.13, 0.04], [0.33, 0.30, -0.20], [0.08, 0.07, -0.29], [-0.64, 0.75, 0.27], [-0.40, -0.85, -0.20], [0.94, -0.14, 0.51], [-0.23, 0.06, 0.50], [0.23, -0.27, -0.01], [-1.01, 0.12, 0.29], [-0.23, 0.11, 0.08], [0.12, 0.29, -0.12], [-0.27, 0.02, 0.19], [-0.56, -0.27, 0.04], [0.58, -0.77, -0.24], [0.21, 0.43, 0.88], [-0.04, 0.58, -0.68], [0.30, -0.04, 0.01], [0.11, 0.21, 0.04], [-0.76, -0.34, 0.72], [0.30, -0.48, 0.22], [-0.13, 0.10, 0.20], [0.28, -0.42, -0.17], [-0.21, 0.06, 0.03], [0.04, -0.17, -0.16], [0.08, 0.24, -0.08], [-0.21, 0.02, 0.06], [0.08, 0.17, -0.10], [0.10, 0.00, 0.15], [-0.08, -0.16, -0.17], [0.00, -0.18, -0.36], [-0.15, -0.14, 0.02], [0.00, 0.09, 0.11], [0.39, 0.05, -0.08], [0.02, 0.06, 0.06], [0.05, 0.31, -0.04], [0.26, -0.15, 0.02], [-0.10, -0.37, -0.10], [-0.19, 0.02, -0.03], [-0.05, -0.38, 0.16], [0.12, -0.05, -0.35], [-0.04, -0.03, -0.02], [-0.03, 0.27, -0.03], [0.04, -0.07, 0.04], [0.75, 0.10, -0.45], [-0.30, -0.13, 0.53], [0.41, -0.43, 0.33], [-0.98, 0.04, 0.40], [-0.04, -0.72, 0.37], [-1.01, 0.28, -0.24], [0.98, -0.35, 1.26], [0.20, 0.83, -0.70], [0.24, 0.87, -0.11], [-0.92, -1.05, 0.27], [0.42, 0.06, -0.27], [-0.62, -0.86, 0.30], [0.62, 0.26, -0.11], [-0.44, 0.57, -0.75], [0.04, -0.18, 0.19], [0.09, 0.29, 0.05], [0.10, -0.13, -0.33], [0.12, -0.04, 0.16], [-0.08, -0.09, 0.02], [0.19, 0.11, -0.03], [-0.16, 0.31, -0.06], [-0.03, 0.14, -0.20], [-0.01, 0.19, 0.21], [0.05, -0.21, 0.04], [-0.01, 0.27, -0.23], [0.36, 0.08, -0.27]],
  "lowdin_charge": [-0.002, -0.456, -0.011, 0.117, -0.474, -0.057, -0.191, -0.023, 0.005, -0.136, -0.520, 0.112, 0.113, 0.110, 0.004, 0.002, -0.181, 0.002, 0.007, -0.132, -0.522, 0.108, 0.116, 0.114, 0.012, -0.016, 0.133, -0.454, -0.004, -0.001, 0.100, 0.088, 0.096, 0.092, 0.097, 0.102, 0.107, 0.083, 0.121, 0.125, 0.127, 0.103, 0.128, 0.121, 0.113, 0.095, 0.103, 0.084, 0.094, 0.082, 0.102, -0.056, -0.099, -0.266, 0.002, -0.043, -0.275, -0.463, -0.133, -0.138, -0.597, -0.104, 1.084, -0.035, -0.013, 0.090, 0.092, 0.096, 0.121, 0.106, 0.117, 0.118, 0.086, 0.068, 0.074, 0.117, 0.109]
}